*i*
{
  "formula": "C2H7NO",
  "method": "ωB97M-V/def2-TZVPD",
  "e_lumo_ev": 0.98,
  "total_charge": 0,
  "gap_ev": 9.9,
  "e_homo_ev": -8.96,
  "smiles": "NCCO",
  "elements": ["N", "C", "C", "O", "H", "H", "H", "H", "H", "H", "H"],
  "coordinates": [[1.253, -0.721, -0.066], [0.593, 0.481, 0.297], [-0.860, 0.551, -0.267], [-1.364, -0.776, 0.017], [1.720, -0.465, -1.062], [0.446, -1.484, -0.198], [1.267, 1.388, 0.231], [0.555, 0.023, 1.309], [-0.664, 0.452, -1.280], [-1.361, 1.367, 0.039], [-1.585, -0.818, 0.981]],
  "nbo_charge": [-0.85, -0.26, -0.09, -0.73, 0.32, 0.39, 0.20, 0.19, 0.17, 0.18, 0.47]
}

*ii*
{
  "formula": "C2H7NO",
  "method": "ωB97M-V/def2-TZVPD",
  "e_lumo_ev": 0.89,
  "total_charge": 0,
  "gap_ev": 10.0,
  "e_homo_ev": -9.11,
  "smiles": "NCCO",
  "elements": ["N", "C", "C", "O", "H", "H", "H", "H", "H", "H", "H"],
  "coordinates": [[-1.489, -0.692, 0.031], [-0.650, 0.380, -0.286], [0.794, 0.381, 0.276], [1.696, -0.693, -0.013], [-1.698, -0.632, 1.049], [-0.981, -1.574, -0.141], [-1.058, 1.430, 0.035], [-0.619, 0.354, -1.381], [0.680, 0.299, 1.373], [1.151, 1.380, -0.018], [2.174, -0.634, -0.925]],
  "nbo_charge": [-0.83, -0.23, -0.08, -0.74, 0.35, 0.36, 0.19, 0.18, 0.17, 0.16, 0.47]
}

*iii*
{
  "formula": "C2H7NO",
  "method": "ωB97M-V/def2-TZVPD",
  "e_lumo_ev": 0.83,
  "total_charge": 0,
  "gap_ev": 9.9,
  "e_homo_ev": -9.08,
  "smiles": "CC=O.N",
  "elements": ["C", "C", "O", "H", "H", "H", "H", "N", "H", "H", "H"],
  "coordinates": [[-0.605, -0.324, 1.581], [-1.149, 0.603, 0.483], [-1.915, 1.529, 0.621], [-0.785, -1.371, 1.133], [0.444, -0.088, 1.596], [-1.189, -0.207, 2.448], [-0.711, 0.432, -0.588], [1.232, -0.092, -1.706], [1.441, 0.638, -2.445], [1.886, -0.111, -0.982], [1.350, -1.009, -2.142]],
  "nbo_charge": [-0.71, 0.42, -0.54, 0.22, 0.23, 0.23, 0.14, -1.08, 0.37, 0.36, 0.36]
}

*iv*
{
  "formula": "C2H7NO",
  "method": "ωB97M-V/def2-TZVPD",
  "e_lumo_ev": 0.91,
  "total_charge": 0,
  "gap_ev": 11.0,
  "e_homo_ev": -10.13,
  "smiles": "NC=O.C",
  "elements": ["N", "C", "O", "H", "H", "H", "C", "H", "H", "H", "H"],
  "coordinates": [[0.577, -2.326, -0.003], [1.429, -1.573, -0.741], [1.420, -0.376, -0.858], [0.945, -3.219, 0.283], [-0.288, -2.063, 0.430], [2.149, -2.188, -1.310], [-2.684, 3.584, 1.220], [-3.291, 4.399, 0.828], [-3.438, 2.861, 1.507], [-2.126, 3.237, 0.360], [-1.999, 3.597, 2.052]],
  "nbo_charge": [-0.83, 0.52, -0.58, 0.39, 0.40, 0.10, -0.87, 0.22, 0.21, 0.21, 0.22]
}

Most stable: *iv*. Least stable: *i*.

*i*
{
  "formula": "C6H11N2S",
  "method": "ωB97M-V/def2-TZVPD",
  "e_lumo_ev": -3.63,
  "total_charge": 1,
  "gap_ev": 9.7,
  "e_homo_ev": -13.34,
  "elements": ["C", "C", "C", "C", "C", "C", "N", "N", "S", "H", "H", "H", "H", "H", "H", "H", "H", "H", "H", "H"],
  "coordinates": [[0.092, 0.992, 0.220], [-1.310, 1.343, 0.066], [1.250, 1.875, 0.183], [-2.022, -0.088, 0.311], [-0.871, -1.097, -0.033], [2.116, -0.784, -0.331], [0.310, -0.280, 0.093], [2.580, -1.788, 0.417], [2.757, 0.891, -0.042], [-1.620, 2.004, 0.821], [-1.612, 1.819, -0.899], [1.071, 2.751, -0.439], [1.520, 2.450, 1.075], [-2.467, -0.279, 1.356], [-2.796, -0.276, -0.370], [-0.735, -1.960, 0.522], [-0.944, -1.539, -1.090], [1.897, -0.972, -1.463], [2.501, -2.800, 0.423], [2.638, -1.403, 1.479]],
  "nbo_charge": [0.38, -0.48, -0.61, -0.40, -0.25, 0.07, -0.32, -0.78, 0.28, 0.25, 0.27, 0.28, 0.29, 0.24, 0.23, 0.22, 0.22, 0.25, 0.45, 0.41]
}

*ii*
{
  "formula": "C6H11N2S",
  "method": "ωB97M-V/def2-TZVPD",
  "e_lumo_ev": -3.53,
  "total_charge": 1,
  "gap_ev": 9.7,
  "e_homo_ev": -13.20,
  "elements": ["C", "C", "C", "C", "C", "C", "N", "N", "S", "H", "H", "H", "H", "H", "H", "H", "H", "H", "H", "H"],
  "coordinates": [[0.679, -1.502, -0.068], [1.696, 0.871, 0.041], [-0.055, -2.551, -0.337], [-0.593, 0.155, 0.006], [-1.279, 0.225, 1.358], [-1.528, -0.017, -1.146], [0.382, 1.147, -0.134], [2.642, 1.771, 0.058], [2.121, -0.777, 0.371], [0.437, -3.615, -0.299], [-1.095, -2.658, -0.807], [-1.660, -0.857, 1.650], [-2.005, 1.024, 1.291], [-0.494, 0.555, 1.977], [-1.074, -0.481, -2.045], [-2.038, 1.007, -1.288], [-2.225, -0.784, -0.833], [0.127, 2.112, -0.256], [2.342, 2.767, 0.194], [3.617, 1.607, 0.266]],
  "nbo_charge": [-0.25, 0.37, -0.41, 0.27, -0.66, -0.67, -0.60, -0.73, 0.48, 0.24, 0.25, 0.26, 0.23, 0.21, 0.25, 0.23, 0.24, 0.43, 0.43, 0.45]
}

Most stable: *i*. Least stable: *ii*.

*i*
{
  "formula": "C5H12N2",
  "method": "ωB97M-V/def2-TZVPD",
  "e_lumo_ev": 0.55,
  "total_charge": 0,
  "gap_ev": 6.6,
  "e_homo_ev": -6.02,
  "elements": ["C", "C", "C", "N", "H", "H", "H", "H", "H", "H", "H", "N", "C", "C", "H", "H", "H", "H", "H"],
  "coordinates": [[1.273, 0.534, 2.869], [0.941, 0.765, -1.006], [0.485, 0.322, 1.611], [-0.393, -0.595, 1.501], [-0.476, -1.285, 2.268], [1.147, -0.275, 3.607], [2.335, 0.632, 2.627], [1.543, -0.020, -0.565], [0.923, 0.688, -2.093], [1.174, 1.746, -0.624], [0.982, 1.485, 3.324], [-0.877, 0.365, -0.891], [-1.476, -0.254, -1.983], [-1.154, -1.474, -2.420], [-0.887, -0.267, 0.124], [-1.273, 1.261, -0.643], [-2.197, 0.358, -2.515], [-0.412, -2.080, -1.919], [-1.655, -1.905, -3.273]],
  "nbo_charge": [-0.73, -0.31, -0.03, -0.85, 0.31, 0.16, 0.21, 0.23, 0.16, 0.23, 0.23, -0.67, -0.03, -0.42, 0.47, 0.41, 0.20, 0.21, 0.21]
}

*ii*
{
  "formula": "C5H12N2",
  "method": "ωB97M-V/def2-TZVPD",
  "e_lumo_ev": 1.03,
  "total_charge": 0,
  "gap_ev": 8.6,
  "e_homo_ev": -7.53,
  "smiles": "C=C(CCN)NC",
  "elements": ["C", "C", "C", "C", "N", "N", "C", "H", "H", "H", "H", "H", "H", "H", "H", "H", "H", "H", "H"],
  "coordinates": [[0.801, 1.927, 0.137], [-0.056, 0.869, 0.078], [-0.083, -0.192, 1.142], [0.438, -1.517, 0.600], [1.863, -1.508, 0.205], [-0.843, 0.758, -1.073], [-2.098, -0.016, -1.051], [1.167, 2.292, 1.083], [1.094, 2.407, -0.791], [0.518, 0.181, 1.972], [-1.152, -0.170, 1.426], [-0.084, -1.748, -0.329], [0.298, -2.307, 1.331], [2.549, -1.637, 0.940], [2.008, -0.549, -0.112], [-0.604, 1.303, -1.880], [-1.849, -1.070, -1.181], [-2.656, 0.198, -0.143], [-2.629, 0.297, -1.949]],
  "nbo_charge": [-0.56, 0.23, -0.48, -0.21, -0.84, -0.64, -0.41, 0.20, 0.19, 0.23, 0.21, 0.19, 0.20, 0.35, 0.36, 0.39, 0.19, 0.19, 0.21]
}

*iii*
{
  "formula": "C5H12N2",
  "method": "ωB97M-V/def2-TZVPD",
  "e_lumo_ev": 1.17,
  "total_charge": 0,
  "gap_ev": 10.6,
  "e_homo_ev": -9.48,
  "smiles": "[H]/N=C/C.C/C=N/C",
  "elements": ["H", "N", "C", "C", "H", "H", "H", "H", "C", "C", "N", "C", "H", "H", "H", "H", "H", "H", "H"],
  "coordinates": [[0.987, 2.575, 0.412], [0.245, 2.102, 0.923], [-0.742, 1.750, 0.234], [-1.896, 1.051, 0.862], [-0.841, 1.923, -0.847], [-1.717, 0.913, 1.924], [-2.041, 0.085, 0.382], [-2.803, 1.635, 0.715], [2.086, -0.565, 0.804], [0.929, -1.133, 0.069], [0.776, -0.955, -1.163], [-0.355, -1.504, -1.842], [2.565, -1.334, 1.407], [1.726, 0.218, 1.473], [2.801, -0.140, 0.106], [0.209, -1.706, 0.679], [-0.898, -0.688, -2.323], [-1.039, -2.061, -1.185], [0.007, -2.167, -2.629]],
  "nbo_charge": [0.34, -0.64, 0.16, -0.68, 0.15, 0.23, 0.22, 0.22, -0.67, 0.14, -0.43, -0.43, 0.22, 0.25, 0.23, 0.13, 0.20, 0.16, 0.21]
}

*iv*
{
  "formula": "C5H12N2",
  "method": "ωB97M-V/def2-TZVPD",
  "e_lumo_ev": 1.15,
  "total_charge": 0,
  "gap_ev": 9.8,
  "e_homo_ev": -8.62,
  "elements": ["C", "C", "C", "C", "N", "C", "N", "H", "H", "H", "H", "H", "H", "H", "H", "H", "H", "H", "H"],
  "coordinates": [[0.209, 0.607, 0.223], [-1.121, 1.054, -0.387], [-2.050, -0.700, -0.282], [-3.239, -0.649, 0.313], [1.407, 0.579, -0.603], [2.560, 0.047, 0.101], [2.490, -1.384, 0.292], [-0.071, -0.429, 0.338], [0.346, 1.138, 1.164], [-1.850, 1.560, 0.251], [-1.301, 1.335, -1.405], [-1.483, -0.898, -1.206], [-3.929, -1.485, 0.334], [-3.606, 0.259, 0.823], [1.611, 1.483, -1.027], [2.690, 0.562, 1.090], [3.462, 0.321, -0.443], [2.102, -1.815, -0.565], [1.773, -1.585, 0.991]],
  "nbo_charge": [-0.27, -0.40, -0.23, -0.41, -0.65, -0.05, -0.83, 0.20, 0.18, 0.20, 0.21, 0.25, 0.20, 0.20, 0.36, 0.15, 0.18, 0.36, 0.35]
}

Most stable: *iii*. Least stable: *i*.